ORCA calculation (ωB97M-V/def2-TZVPD) on a structure of composition C15H32CuNO5S.

```
! wB97M-V def2-TZVPD RIJCOSX def2/J DEFGRID3
* xyz -2 1
Cu -0.536 -0.168 -1.084
C 1.091 -1.073 1.673
C 2.128 0.049 1.544
C 3.135 -0.024 2.676
C 4.477 0.676 2.479
C 5.037 0.153 1.169
C 4.065 0.462 -0.009
N 2.804 -0.147 0.274
O 1.985 -0.112 -0.840
C 4.745 -0.145 -1.231
C 4.079 2.007 -0.200
C 1.307 1.372 1.631
H 0.808 -1.077 2.749
H 1.387 -2.096 1.455
H 0.128 -0.811 1.242
H 3.405 -1.090 2.779
H 2.727 0.197 3.670
H 5.075 0.498 3.381
H 4.371 1.767 2.409
H 5.140 -0.933 1.245
H 5.998 0.622 0.924
H 5.652 0.412 -1.510
H 4.012 -0.091 -2.037
H 5.172 -1.130 -1.022
H 3.903 2.286 -1.238
H 5.034 2.426 0.141
H 3.337 2.502 0.421
H 1.430 1.865 2.607
H 0.224 1.297 1.496
H 1.559 2.123 0.883
C -2.716 1.737 -2.566
O -1.397 1.514 -2.374
H -2.984 2.824 -2.524
H -3.067 1.394 -3.570
H -3.357 1.199 -1.817
C -1.790 -3.120 -2.765
O -1.212 -1.980 -2.345
H -1.893 -3.115 -3.884
H -1.197 -4.025 -2.494
H -2.859 -3.294 -2.448
C -5.666 -0.925 -0.719
C -5.663 0.582 -0.318
C -4.498 0.842 0.640
S -3.616 -0.727 0.856
O -4.145 -1.488 1.969
O -2.220 -0.514 0.658
C -4.257 -1.481 -0.633
H -6.083 -0.963 -1.731
H -6.495 -1.391 -0.174
H -6.597 0.854 0.170
H -5.536 1.152 -1.236
H -4.723 1.295 1.601
H -3.726 1.436 0.145
H -4.242 -2.565 -0.619
H -3.739 -1.062 -1.499
*
```

Output
calculated total energy = -3060.1290 hartree
relative energy (zero: lowest compared OMol25 entry of this formula, charge and spin) = 62.62 kJ/mol
HOMO-LUMO gap = 0.143 hartree

Results of the Mulliken charge analysis, in e, for atoms 1 through 2: 0.51 -1.35

---

ORCA calculation (ωB97M-V/def2-TZVPD) on the ion C5H9N2O2S with charge -1.

```
! wB97M-V def2-TZVPD RIJCOSX def2/J DEFGRID3
* xyz -1 1
H 0.977 1.690 1.527
N 1.783 1.038 1.423
C 1.608 0.463 0.253
C 2.536 -0.663 -0.387
C 0.305 0.896 -0.610
C -0.924 0.018 -0.015
N -1.514 -0.951 -1.009
S -1.584 -2.507 -0.180
C -2.047 1.077 0.452
O -2.259 1.183 1.702
O -2.647 1.806 -0.546
H 3.623 -0.429 -0.130
H 2.245 -1.709 -0.011
H 2.416 -0.631 -1.531
H 0.489 0.731 -1.723
H 0.136 2.022 -0.440
H -0.534 -0.589 0.876
H -2.517 -0.675 -1.072
H -1.936 -2.282 1.163
*
```

Output
calculated total energy = -854.0886 hartree
relative energy (zero: lowest compared OMol25 entry of this formula, charge and spin) = 171.57 kJ/mol
HOMO-LUMO gap = 0.287 hartree

Results of the Mulliken charge analysis, in e, for atoms 1 through 2: 0.33 -0.76

---

ORCA calculation (ωB97M-V/def2-TZVPD) on a cluster of 2 separate species, C5H10NO in total.

```
! wB97M-V def2-TZVPD RIJCOSX def2/J DEFGRID3
* xyz -1 1
C -2.578 -0.231 0.331
O -3.774 0.315 0.098
C -1.391 0.666 -0.239
C -0.022 0.216 0.095
C 1.138 0.963 0.292
C 2.416 0.469 0.160
N 2.680 -0.860 -0.166
H -2.383 -1.211 -0.198
H -2.430 -0.486 1.396
H -1.554 1.699 0.091
H -1.661 0.577 -1.291
H 0.136 -1.673 -1.022
H 0.139 -0.941 -0.102
H 1.067 2.054 0.223
H 3.243 1.163 0.209
H 1.853 -1.386 -0.482
H 3.121 -1.335 0.604
*
```

Output
calculated total energy = -326.3028 hartree
relative energy (zero: lowest compared OMol25 entry of this formula, charge and spin) = 479.13 kJ/mol
HOMO-LUMO gap = 0.180 hartree

Results of the Mulliken charge analysis, in e, for atoms 1 through 2: -0.43 -0.86

---

ORCA calculation (ωB97M-V/def2-TZVPD) on a cluster of 15 separate species, C90H213N15O15 in total.

```
! wB97M-V def2-TZVPD RIJCOSX def2/J DEFGRID3
* xyz 0 1
C 7.267 -2.238 2.929
C 6.406 -1.484 3.954
C 5.012 -1.197 3.298
C 3.992 -0.631 4.274
C 3.758 -1.644 5.383
C 5.040 -2.075 6.136
N 6.065 -2.336 5.076
O 7.241 -2.920 5.642
C 5.524 -1.085 7.185
C 4.783 -3.410 6.904
C 7.056 -0.070 4.244
H 6.844 -3.202 2.690
H 8.296 -2.428 3.274
H 7.352 -1.752 1.969
H 5.205 -0.559 2.429
H 4.635 -2.155 2.893
H 3.016 -0.643 3.744
H 4.155 0.391 4.699
H 3.380 -2.547 4.932
H 2.951 -1.362 6.051
H 6.353 -1.402 7.779
H 5.911 -0.187 6.655
H 4.708 -0.856 7.867
H 5.580 -3.644 7.542
H 3.950 -3.265 7.637
H 4.350 -4.211 6.352
H 6.387 0.587 4.787
H 7.141 0.353 3.264
H 8.034 -0.092 4.726
H 7.774 -2.185 5.950
C -0.092 2.826 -7.016
C 1.097 1.970 -6.600
C 2.417 2.543 -7.117
C 3.667 1.953 -6.483
C 3.593 1.855 -4.942
C 2.316 1.183 -4.530
N 1.165 1.943 -5.118
O 0.016 1.322 -4.642
C 2.216 -0.333 -4.701
C 2.082 1.426 -3.003
C 0.992 0.557 -7.334
H -0.116 3.066 -8.051
H -0.049 3.798 -6.467
H -1.050 2.388 -6.786
H 2.450 2.338 -8.186
H 2.551 3.590 -6.935
H 4.516 2.607 -6.757
H 3.918 0.989 -6.908
H 3.926 2.787 -4.533
H 4.394 1.205 -4.617
H 2.680 -0.734 -5.578
H 2.689 -0.918 -3.928
H 1.144 -0.587 -4.713
H 2.891 1.138 -2.287
H 1.857 2.497 -2.906
H 1.192 0.908 -2.627
H 1.977 0.050 -7.293
H 0.834 0.680 -8.416
H 0.315 -0.176 -6.905
H -0.506 1.915 -4.116
C -1.922 -6.461 -3.330
C -1.980 -4.966 -2.975
C -0.759 -4.772 -2.094
C 0.547 -4.694 -2.880
C 0.348 -3.685 -4.023
C -0.807 -3.974 -4.951
N -2.006 -4.061 -4.084
O -3.030 -4.536 -4.915
C -0.969 -2.762 -5.828
C -0.527 -5.202 -5.770
C -3.283 -4.711 -2.113
H -2.001 -6.999 -2.400
H -0.964 -6.808 -3.629
H -2.680 -6.908 -3.963
H -0.876 -3.726 -1.707
H -0.713 -5.521 -1.277
H 0.889 -5.636 -3.252
H 1.374 -4.306 -2.266
H 1.287 -3.537 -4.540
H 0.227 -2.684 -3.602
H -1.880 -3.032 -6.433
H -1.346 -1.870 -5.295
H -0.179 -2.557 -6.517
H 0.038 -5.974 -5.210
H -1.367 -5.689 -6.149
H 0.038 -4.908 -6.626
H -3.029 -5.089 -1.076
H -4.070 -5.375 -2.459
H -3.511 -3.667 -2.168
H -3.644 -3.745 -4.973
C 4.164 -3.619 -4.466
C 4.797 -4.365 -3.263
C 6.250 -4.735 -3.633
C 7.264 -3.571 -3.575
C 7.138 -2.871 -2.136
C 5.709 -2.382 -1.791
N 4.870 -3.580 -1.984
O 3.500 -3.136 -1.678
C 5.629 -2.025 -0.302
C 5.382 -1.111 -2.599
C 3.940 -5.531 -3.020
H 3.637 -4.329 -5.095
H 4.827 -3.081 -5.143
H 3.462 -2.794 -4.207
H 6.494 -5.498 -2.956
H 6.285 -5.163 -4.669
H 7.058 -2.949 -4.441
H 8.270 -3.959 -3.698
H 7.813 -2.040 -2.038
H 7.367 -3.714 -1.380
H 5.761 -2.928 0.324
H 6.416 -1.386 0.080
H 4.645 -1.645 -0.085
H 5.698 -1.238 -3.640
H 4.380 -0.753 -2.476
H 6.165 -0.452 -2.271
H 4.186 -6.254 -3.842
H 2.887 -5.217 -3.216
H 4.070 -5.987 -2.020
H 3.459 -3.447 -0.755
C 3.236 3.875 1.985
C 4.693 3.821 1.651
C 5.287 2.483 1.230
C 5.037 2.097 -0.200
C 5.530 3.164 -1.172
C 4.877 4.555 -0.819
N 5.194 4.857 0.623
O 4.597 6.110 0.991
C 5.399 5.714 -1.609
C 3.375 4.456 -1.212
C 5.455 4.315 2.883
H 2.788 4.886 2.105
H 3.099 3.491 3.025
H 2.571 3.327 1.334
H 6.335 2.467 1.346
H 4.766 1.752 1.906
H 3.999 1.938 -0.449
H 5.491 1.144 -0.373
H 5.206 3.007 -2.196
H 6.582 3.375 -1.085
H 6.427 5.964 -1.433
H 5.224 5.639 -2.718
H 4.843 6.642 -1.293
H 2.883 5.385 -0.936
H 3.202 4.259 -2.227
H 2.796 3.641 -0.710
H 5.403 3.539 3.673
H 5.068 5.230 3.287
H 6.550 4.424 2.686
H 5.389 6.622 1.099
C -5.379 1.462 1.544
C -6.500 1.313 2.599
C -7.263 2.665 2.637
C -8.156 2.949 1.338
C -9.102 1.761 1.271
C -8.440 0.419 1.148
N -7.525 0.281 2.379
O -6.972 -0.984 2.426
C -9.445 -0.737 1.343
C -7.654 0.311 -0.147
C -5.947 1.068 3.995
H -5.024 0.482 1.269
H -4.571 1.893 2.106
H -5.549 2.140 0.683
H -7.992 2.674 3.475
H -6.524 3.466 2.802
H -7.554 3.107 0.453
H -8.703 3.870 1.525
H -9.797 1.838 0.442
H -9.664 1.676 2.248
H -8.936 -1.695 1.165
H -9.895 -0.762 2.351
H -10.141 -0.690 0.544
H -6.826 1.043 -0.269
H -7.276 -0.716 -0.238
H -8.381 0.350 -0.936
H -6.738 0.849 4.741
H -5.291 1.893 4.253
H -5.294 0.132 3.980
H -6.269 -1.067 1.732
C -2.203 1.425 4.536
C -1.291 2.456 3.921
C 0.111 1.839 3.749
O 0.711 1.510 4.943
C 1.397 2.581 5.565
N -1.797 2.806 2.585
H -2.403 0.658 3.832
H -3.092 1.882 4.865
H -1.782 1.043 5.487
H -1.362 3.297 4.567
H 0.747 2.559 3.181
H -0.080 0.953 3.126
H 1.157 3.584 5.122
H 2.504 2.398 5.446
H 1.205 2.583 6.653
H -1.201 3.452 2.136
H -2.722 3.190 2.734
C 0.412 -2.807 3.677
C 0.673 -3.507 5.047
C 0.365 -2.531 6.124
O 0.999 -2.894 7.341
C 0.815 -2.029 8.436
N -0.042 -4.745 5.120
H 0.691 -3.449 2.859
H 0.954 -1.902 3.637
H -0.691 -2.568 3.665
H 1.787 -3.682 5.068
H -0.732 -2.357 6.345
H 0.645 -1.493 5.766
H -0.229 -1.892 8.661
H 1.366 -1.090 8.360
H 1.336 -2.569 9.243
H 0.095 -5.071 6.075
H 0.427 -5.381 4.502
C -3.874 1.980 -3.302
C -3.132 3.272 -2.861
C -3.622 4.000 -1.588
O -4.742 4.683 -1.982
C -5.324 5.406 -0.908
N -1.681 2.994 -2.694
H -4.010 1.319 -2.487
H -3.352 1.411 -4.064
H -4.864 2.272 -3.566
H -3.300 4.039 -3.620
H -2.870 4.688 -1.213
H -3.816 3.246 -0.808
H -4.619 6.085 -0.510
H -5.742 4.805 -0.049
H -6.181 5.843 -1.285
H -1.190 3.901 -2.427
H -1.462 2.355 -1.958
C 0.526 7.828 0.550
C -0.338 6.844 -0.214
C 0.146 6.886 -1.719
O -0.171 5.649 -2.349
C 0.454 5.533 -3.619
N -0.337 5.523 0.513
H 0.813 8.625 -0.084
H 1.445 7.355 0.839
H 0.081 8.148 1.497
H -1.373 7.193 -0.243
H 1.242 7.006 -1.780
H -0.317 7.738 -2.156
H 0.178 4.536 -4.009
H 1.524 5.602 -3.521
H 0.189 6.384 -4.357
H -0.673 4.836 -0.147
H 0.658 5.430 0.762
C -8.027 6.581 2.610
C -7.191 7.847 2.468
C -5.733 7.599 2.905
O -5.004 6.837 1.949
C -3.663 6.613 2.281
N -7.181 8.471 1.154
H -9.118 6.786 2.530
H -7.881 6.169 3.630
H -7.749 5.773 1.862
H -7.519 8.619 3.171
H -5.696 7.108 3.848
H -5.272 8.530 3.116
H -3.331 5.854 1.607
H -3.520 6.249 3.311
H -3.005 7.535 2.084
H -6.858 7.890 0.410
H -6.769 9.364 1.140
C 2.630 -6.869 2.137
C 3.244 -5.452 1.985
C 4.766 -5.510 2.061
O 5.247 -6.380 3.051
C 5.027 -5.754 4.313
N 2.895 -4.780 0.755
H 1.566 -6.892 1.995
H 2.888 -7.253 3.159
H 2.957 -7.502 1.359
H 2.909 -4.855 2.754
H 5.204 -4.458 2.198
H 5.184 -5.936 1.102
H 5.786 -6.220 4.958
H 4.086 -5.992 4.704
H 5.233 -4.683 4.209
H 1.918 -4.988 0.479
H 3.432 -5.314 0.073
C -5.371 -1.487 -3.540
C -5.848 -1.453 -5.019
C -5.072 -0.392 -5.738
O -5.372 -0.369 -7.103
C -4.888 0.804 -7.713
N -5.394 -2.757 -5.566
H -4.319 -1.707 -3.655
H -5.757 -2.352 -3.032
H -5.510 -0.520 -2.966
H -6.949 -1.244 -5.118
H -3.979 -0.441 -5.604
H -5.199 0.612 -5.322
H -5.128 1.629 -7.053
H -5.349 0.792 -8.733
H -3.793 0.717 -7.797
H -5.412 -2.668 -6.560
H -6.083 -3.482 -5.303
C -3.774 -2.378 3.320
C -3.753 -3.312 2.095
C -3.726 -4.824 2.503
O -4.936 -5.122 3.277
C -5.270 -6.518 3.492
N -4.792 -2.920 1.188
H -2.779 -2.302 3.808
H -4.473 -2.619 4.103
H -3.988 -1.370 2.930
H -2.807 -3.199 1.541
H -2.986 -4.958 3.268
H -3.488 -5.592 1.745
H -5.927 -6.876 2.699
H -5.870 -6.564 4.395
H -4.314 -7.089 3.611
H -5.698 -3.171 1.579
H -4.618 -3.285 0.281
C -2.396 -0.960 -0.512
C -1.214 -0.468 0.353
C 0.048 -1.182 0.105
O 1.020 -0.773 1.094
C 2.281 -1.297 0.733
N -1.042 1.000 0.099
H -2.582 -2.039 -0.282
H -2.314 -0.799 -1.578
H -3.366 -0.425 -0.224
H -1.520 -0.607 1.361
H 0.358 -0.947 -0.943
H -0.044 -2.291 0.119
H 3.010 -1.021 1.488
H 2.559 -0.870 -0.285
H 2.320 -2.375 0.641
H -1.376 1.529 0.912
H -0.077 1.203 -0.013
*
```

Output
calculated total energy = -5506.3228 hartree
relative energy (zero: lowest compared OMol25 entry of this formula, charge and spin) = 0.00 kJ/mol
HOMO-LUMO gap = 0.317 hartree

Results of the Mulliken charge analysis, in e, for atoms 1 through 2: -1.42 1.06

---

Among the records above, which one has the lowest calculated total energy? C90H213N15O15